Formula: C26H62N5O8S
Source: the Open Molecules 2025 dataset
Level of theory: ωB97M-V with the def2-TZVPD basis set

Calculated values
charge: -1
energy above the lowest of the compared OMol25 structures with the same formula, charge and spin: 0.0 kJ/mol
orbital gap: 7.287 eV
maximum force: 0.78 eV Å⁻¹
HOMO: -4.94 eV
DFT total energy: -62631.504 eV

Geometry as XYZ:
```
102
Properties=species:S:1:pos:R:3:mulliken_charge:R:1
N 5.1125 0.4050 0.8119 -0.63
C 5.3880 0.9072 -0.5391 -0.37
C 4.4819 2.1076 -0.8538 -0.89
C 3.1169 1.6642 -1.4132 -0.81
C 1.8858 2.0960 -0.6065 1.81
N 1.8663 3.5582 -0.4600 -0.60
C 0.6340 1.5724 -1.3487 -1.37
C -0.6241 1.4131 -0.4813 -0.18
C -1.3415 0.0775 -0.6701 -1.01
S -0.2988 -1.3789 -0.4362 -0.21
C 1.9679 1.4124 0.8099 -0.03
O 1.9359 0.1630 0.7649 -0.69
O 1.9761 2.1525 1.8193 -0.74
H 5.7959 -0.3015 1.0651 0.24
H 4.1853 -0.0174 0.8703 0.20
H 5.2288 0.1450 -1.3256 0.09
H 6.4490 1.1887 -0.5771 0.47
H 4.3274 2.6878 0.0673 0.41
H 4.9885 2.7680 -1.5709 0.33
H 2.9886 1.9991 -2.4560 0.57
H 3.0797 0.5653 -1.4305 -0.26
H 1.3085 3.8320 0.3417 0.17
H 1.4722 3.9840 -1.2939 0.29
H 0.4278 2.2829 -2.1669 0.49
H 0.8734 0.6074 -1.8182 0.28
H -1.3595 2.1961 -0.7272 0.46
H -0.3649 1.5391 0.5776 0.03
H -1.6741 -0.0311 -1.7150 0.40
H -2.2295 0.0099 -0.0316 0.40
H 0.1493 -1.1574 0.8069 0.03
C -0.4240 -3.7636 -4.2294 -0.58
O 0.2890 -4.8302 -3.6431 -0.26
C 1.0030 -5.6607 -4.5442 -0.89
C 2.4953 -5.5199 -4.3339 -0.19
N 2.9741 -4.2254 -4.7905 -0.33
C 4.3474 -3.9157 -4.4050 -0.74
C 4.6246 -3.7207 -2.9160 -0.55
O 4.0183 -2.5691 -2.3771 -0.33
C 2.6614 -2.7105 -1.9840 -0.14
H -0.9776 -3.2763 -3.4287 0.07
H 0.2375 -3.0260 -4.6974 0.30
H -1.1303 -4.1246 -4.9857 0.37
H 0.7401 -5.4250 -5.5812 0.39
H 0.7106 -6.6958 -4.3423 0.39
H 3.0112 -6.2989 -4.9065 0.41
H 2.6895 -5.7112 -3.2689 0.19
H 2.3698 -3.4993 -4.4287 0.09
H 4.6397 -2.9934 -4.9127 0.36
H 4.9962 -4.7128 -4.7869 0.42
H 5.7026 -3.5850 -2.7901 0.36
H 4.3399 -4.6080 -2.3341 0.35
H 2.4598 -3.7284 -1.6346 0.32
H 1.9723 -2.4755 -2.8005 0.10
H 2.4634 -2.0040 -1.1793 -0.08
C 0.7526 8.8471 5.2862 -0.74
O 1.6104 7.7351 5.1982 -0.36
C 1.2973 6.6740 6.0942 -0.81
C 0.8242 5.4446 5.3528 -0.14
N -0.4698 5.6787 4.7298 -0.33
C -0.9341 4.5838 3.8792 -1.37
C -0.1019 4.2359 2.6558 0.42
O -0.0992 5.2582 1.6655 -0.45
C 0.9478 6.1981 1.7822 -0.65
H 1.1505 9.6124 4.6211 0.25
H -0.2725 8.6107 4.9789 0.30
H 0.7196 9.2491 6.3058 0.35
H 0.5303 7.0029 6.8039 0.41
H 2.2043 6.4303 6.6548 0.39
H 0.7228 4.6269 6.0738 0.36
H 1.6049 5.1518 4.6384 0.16
H -0.4101 6.5218 4.1707 0.17
H -1.9463 4.8321 3.5477 0.41
H -1.0113 3.6829 4.4971 0.44
H -0.5496 3.3577 2.1855 0.05
H 0.9234 3.9422 2.8946 0.35
H 1.8551 5.7316 2.1762 0.28
H 0.6807 7.0486 2.4213 0.25
H 1.1655 6.5751 0.7821 0.31
C -8.1167 -3.3038 -0.8728 -0.73
O -7.5070 -4.2464 -0.0199 -0.36
C -6.6569 -5.1772 -0.6801 -0.77
C -5.2120 -4.9777 -0.2818 -0.23
N -4.6975 -3.7211 -0.7955 -0.23
C -3.3491 -3.3721 -0.3472 -0.47
C -3.1491 -3.1212 1.1392 -0.62
O -3.8170 -1.9668 1.6221 -0.38
C -5.1534 -2.1481 2.0284 -0.65
H -8.8013 -2.7161 -0.2633 0.25
H -7.3894 -2.6296 -1.3382 0.30
H -8.6869 -3.7952 -1.6691 0.35
H -6.7632 -5.0766 -1.7652 0.41
H -6.9760 -6.1838 -0.3946 0.39
H -4.6209 -5.7966 -0.7053 0.34
H -5.1510 -5.0637 0.8132 0.20
H -5.3329 -2.9759 -0.5392 0.08
H -3.0426 -2.4706 -0.8795 0.28
H -2.6625 -4.1653 -0.6594 0.30
H -2.0855 -2.9421 1.2988 0.35
H -3.4351 -3.9942 1.7413 0.41
H -5.3174 -3.1516 2.4353 0.29
H -5.8700 -1.9881 1.2154 0.22
H -5.3619 -1.4157 2.8092 0.28
```